1.
Formula: C5H7PS
Source: the Open Molecules 2025 dataset
Level of theory: the ωB97M-V functional and the def2-TZVPD basis

Largest force on an atom: 0.135 Eh/bohr
E: -25419.05810 eV
SMILES: Cc1cscc1P
HOMO level: -8.036 eV
E_LUMO: 0.88 eV

Cartesian coordinates (Å):
C 0.482 1.442 0.399
C 0.302 0.072 0.899
C 0.614 -0.659 1.967
S 0.040 -2.255 2.102
C -0.695 -2.249 0.608
C -0.666 -1.130 -0.116
P -1.535 -0.624 -1.603
H -0.168 2.010 1.163
H 1.543 1.579 0.617
H 0.223 1.840 -0.561
H 1.316 -0.548 2.787
H -1.346 -3.120 0.609
H -1.154 -1.992 -2.120
H -0.310 -0.152 -1.912


2.
Formula: C41H51Cl5GeN5S3SeTa
Source: the Open Molecules 2025 dataset
Level of theory: the ωB97M-V functional and the def2-TZVPD basis

Charge: +2
Largest force on an atom: 0.046 Eh/bohr
E: -269313.49205 eV
HOMO level: -12.603 eV
E_LUMO: -7.93 eV

Cartesian coordinates (Å):
Ta 0.058 1.068 0.371
C 4.175 1.126 -0.816
C 3.154 0.829 -1.846
N 1.856 0.932 -1.704
C 1.197 0.680 -2.882
C 2.020 0.351 -3.924
S 3.653 0.352 -3.432
C -0.228 0.921 -2.984
C -0.990 0.811 -4.113
S -2.538 1.482 -3.859
C -2.094 1.873 -2.240
N -0.889 1.476 -1.920
C -2.981 2.663 -1.357
H 3.977 0.579 0.106
H 4.178 2.191 -0.581
H 5.158 0.855 -1.195
H 1.745 0.125 -4.932
H -0.721 0.408 -5.068
H -2.693 3.715 -1.403
H -4.013 2.589 -1.690
H -2.914 2.338 -0.318
Cl 3.004 0.928 2.815
C 2.805 2.385 1.950
C 1.749 2.452 1.051
C 1.556 3.673 0.421
Cl 0.161 3.667 -0.575
C 2.343 4.797 0.619
Cl 2.015 6.268 -0.193
C 3.419 4.687 1.516
Cl 4.430 6.034 1.798
C 3.649 3.477 2.187
Cl 4.938 3.352 3.303
C 0.810 -2.632 -3.033
C -0.214 -2.505 -1.900
C -0.324 -3.827 -1.134
C -1.595 -2.162 -2.405
C -2.054 -2.816 -3.540
C -3.359 -2.672 -3.966
C -4.208 -1.866 -3.237
C -3.796 -1.181 -2.100
C -4.863 -0.360 -1.408
C -5.866 -1.281 -0.701
C -5.649 0.516 -2.399
C -2.453 -1.327 -1.673
N -1.966 -0.620 -0.541
C -2.703 -0.691 0.530
C -2.667 0.214 1.602
C -3.504 0.165 2.722
C -3.248 1.308 3.459
C -2.270 2.041 2.782
N -1.922 1.389 1.636
C -1.786 3.408 3.199
C -2.460 3.826 4.508
C -0.270 3.420 3.432
C -2.185 4.411 2.106
H 1.813 -2.440 -2.660
H 0.597 -1.918 -3.824
H 0.797 -3.631 -3.461
H 0.118 -1.717 -1.205
H -0.754 -4.589 -1.777
H -0.973 -3.716 -0.270
H 0.652 -4.167 -0.805
H -1.391 -3.470 -4.083
H -3.720 -3.208 -4.829
H -5.236 -1.782 -3.545
H -4.406 0.292 -0.658
H -6.239 -2.035 -1.389
H -6.709 -0.699 -0.343
H -5.430 -1.802 0.147
H -6.404 -0.071 -2.916
H -5.006 0.971 -3.152
H -6.170 1.304 -1.860
H -3.457 -1.472 0.607
H -4.215 -0.604 2.953
H -3.732 1.583 4.373
H -2.182 3.160 5.320
H -3.541 3.832 4.408
H -2.151 4.833 4.772
H 0.028 2.606 4.090
H 0.028 4.357 3.896
H 0.266 3.328 2.495
H -3.269 4.483 2.064
H -1.821 4.093 1.134
H -1.786 5.397 2.328
C 6.250 -4.381 -0.356
Ge 5.142 -3.291 0.875
C 4.467 -4.370 2.395
C 6.065 -1.659 1.506
C 3.557 -2.631 -0.293
Se 2.321 -1.481 0.676
C 1.447 -2.884 1.696
H 7.132 -4.715 0.183
H 6.574 -3.807 -1.219
H 5.711 -5.258 -0.700
H 5.312 -4.858 2.875
H 3.779 -5.149 2.076
H 3.981 -3.748 3.141
H 6.847 -1.941 2.205
H 5.379 -0.992 2.020
H 6.530 -1.124 0.684
H 3.014 -3.477 -0.712
H 3.985 -2.055 -1.114
H 1.726 -2.787 2.743
H 1.759 -3.853 1.319
H 0.373 -2.762 1.588
S -0.021 -1.060 4.504
C 0.102 -0.466 3.077
N 0.231 -0.006 1.974


3.
Formula: C4H8NO2
Source: the Open Molecules 2025 dataset
Level of theory: the ωB97M-V functional and the def2-TZVPD basis

Charge: -1
Largest force on an atom: 0.035 Eh/bohr
E: -9863.29565 eV
HOMO level: -3.922 eV
E_LUMO: 4.14 eV

Cartesian coordinates (Å):
C -1.342 -1.646 -1.430
C -1.072 -0.853 -0.384
N -1.844 0.199 0.069
C -1.161 1.336 0.695
H -2.273 -1.537 -1.976
H -0.586 -2.294 -1.844
H -0.084 -0.869 0.063
H -2.682 0.450 -0.429
H -1.892 2.064 1.037
H -0.612 0.939 1.551
H -0.421 1.764 0.012
O 1.822 -0.199 1.382
C 2.293 0.275 0.334
O 1.635 0.604 -0.691
H 3.380 0.446 0.194


4.
Formula: C4H10N2
Source: the Open Molecules 2025 dataset
Level of theory: the ωB97M-V functional and the def2-TZVPD basis

Largest force on an atom: 0.029 Eh/bohr
E: -7288.27580 eV
SMILES: C=CN.C=NC
HOMO level: -8.385 eV
E_LUMO: 1.05 eV

Cartesian coordinates (Å):
C 1.539 0.501 -2.517
C 1.175 1.332 -1.537
N 1.182 0.997 -0.166
H 1.675 -0.545 -2.289
H 1.750 0.992 -3.456
H 1.072 2.393 -1.771
H 0.404 0.364 0.025
H 1.055 1.737 0.507
C -1.319 -1.533 0.228
N -1.505 -0.472 0.896
C -1.132 -0.491 2.295
H -1.528 -1.468 -0.836
H -1.132 -2.529 0.633
H -0.913 0.547 2.574
H -2.005 -0.641 2.930
H -0.318 -1.184 2.483


Which of these has the lowest E? C41H51Cl5GeN5S3SeTa


largest force on an atom of number 1 (C5H7PS)? 0.135 Eh/bohr